Entry 1:
Formula: C29H45N13O3SeTi
Source: OMol25
Level of theory: wB97M-V/def2-TZVPD

**LUMO (alpha / beta)**: -5.9 / -5.9 eV
**Relative energy (zero: lowest compared OMol25 entry of this formula, charge and spin)**: 1.725 eV
**HOMO energy (alpha / beta)**: -12.043 / -12.045 eV
**Kohn-Sham gap (alpha / beta)**: 6.11 / 6.12 eV

```
! wB97M-V def2-TZVPD RIJCOSX def2/J DEFGRID3
* xyz 2 1
Ti -0.017 0.098 0.146
Se 0.324 -7.165 2.762
N 0.770 -6.368 1.262
C 0.410 -5.101 1.319
C 0.592 -4.157 0.252
C 1.138 -4.513 -0.968
C 1.152 -3.556 -1.982
C 0.679 -2.286 -1.721
N 0.235 -1.867 -0.529
C 0.145 -2.821 0.457
C -0.485 -2.441 1.663
N -0.930 -1.149 1.744
C -1.431 -0.750 2.913
C -1.628 -1.588 3.997
C -1.282 -2.931 3.899
C -0.681 -3.367 2.730
C -0.231 -4.713 2.538
N -0.359 -5.685 3.421
H 1.500 -5.517 -1.119
H 1.509 -3.805 -2.969
H 0.610 -1.570 -2.525
H -1.684 0.298 3.006
H -2.058 -1.193 4.903
H -1.462 -3.627 4.702
N -1.969 1.168 0.614
C -2.763 2.218 -0.057
C -2.242 3.614 0.256
C -0.871 3.878 -0.359
N 0.077 2.835 0.051
H -2.616 0.421 0.868
H -1.641 1.584 1.493
H -3.806 2.163 0.277
H -2.750 2.063 -1.137
H -2.172 3.737 1.339
H -2.949 4.350 -0.125
H -0.537 4.880 -0.052
H -0.950 3.892 -1.451
H 0.117 2.854 1.073
H 1.006 3.070 -0.295
C -2.832 -1.749 -0.896
N -3.016 -0.708 -1.867
C -4.234 -0.757 -2.653
C -3.944 0.197 -3.807
N -2.641 0.760 -3.474
C -2.323 2.002 -4.149
C -2.094 0.152 -2.376
N -0.900 0.325 -1.849
C 0.015 1.151 -2.635
C 1.504 0.819 -2.464
N 1.870 0.636 -1.077
C 3.038 0.181 -0.763
N 4.062 -0.306 -1.506
C 4.464 -0.071 -2.872
C 5.075 -0.929 -0.667
C 4.383 -0.991 0.697
N 3.378 0.052 0.603
C 3.606 1.274 1.334
H -3.756 -1.860 -0.324
H -2.608 -2.707 -1.378
H -2.019 -1.481 -0.226
H -5.080 -0.424 -2.040
H -4.436 -1.777 -2.994
H -4.691 0.992 -3.873
H -3.899 -0.311 -4.777
H -3.256 2.477 -4.456
H -1.734 1.831 -5.055
H -1.806 2.703 -3.500
H -0.109 2.203 -2.362
H -0.185 1.031 -3.705
H 2.052 1.669 -2.892
H 1.752 -0.071 -3.054
H 3.803 0.620 -3.377
H 4.492 -1.014 -3.423
H 5.470 0.359 -2.871
H 5.983 -0.311 -0.644
H 5.335 -1.913 -1.059
H 5.060 -0.829 1.533
H 3.874 -1.951 0.831
H 4.417 1.875 0.905
H 3.864 1.016 2.361
H 2.680 1.856 1.329
C 1.112 2.938 4.150
C -0.384 2.811 4.058
N -1.060 3.065 5.184
O -0.955 2.507 3.014
H 1.462 2.890 5.177
H 1.413 3.892 3.720
H 1.561 2.137 3.565
H -0.592 3.326 6.036
H -2.068 3.017 5.198
O 0.815 0.810 1.633
O 1.335 -0.368 1.342
*
```

Which charges does Mulliken predict for the atoms? In e, they are:
1 Ti -0.722
2 Se 0.369
3 N -0.870
4 C 0.849
5 C 0.144
6 C -0.789
7 C -1.440
8 C -0.061
9 N 1.292
10 C -0.302
11 C 0.063
12 N 0.744
13 C -0.082
14 C -1.236
15 C -0.870
16 C 0.584
17 C 0.795
18 N -0.900
19 H 0.632
20 H 0.577
21 H 0.226
22 H 0.261
23 H 0.549
24 H 0.597
25 N 0.007
26 C -0.283
27 C -0.790
28 C -0.725
29 N -0.343
30 H 0.428
31 H -0.141
32 H 0.485
33 H -0.077
34 H 0.174
35 H 0.545
36 H 0.550
37 H 0.293
38 H -0.178
39 H 0.361
40 C -1.723
41 N 0.426
42 C -0.746
43 C -0.606
44 N 0.079
45 C -0.873
46 C -0.997
47 N 2.318
48 C -1.463
49 C -1.977
50 N 0.510
51 C -0.373
52 N 0.127
53 C -1.076
54 C -0.808
55 C -0.508
56 N 0.677
57 C -0.733
58 H 0.364
59 H 0.375
60 H 0.938
61 H 0.373
62 H 0.308
63 H 0.420
64 H 0.387
65 H 0.380
66 H 0.299
67 H 0.316
68 H 0.054
69 H 0.546
70 H 0.688
71 H 0.673
72 H 0.399
73 H 0.326
74 H 0.370
75 H 0.391
76 H 0.418
77 H 0.434
78 H 0.134
79 H 0.296
80 H 0.330
81 H 0.110
82 C -0.721
83 C 0.623
84 N -0.421
85 O -0.651
86 H 0.521
87 H 0.264
88 H -0.135
89 H 0.209
90 H 0.227
91 O 0.103
92 O -0.319

---

Entry 2:
Formula: C29H46BNO28S
Source: OMol25
Level of theory: wB97M-V/def2-TZVPD

**LUMO**: 0.0 eV
**HOMO energy**: -10.068 eV
**Kohn-Sham gap**: 10.11 eV

```
! wB97M-V def2-TZVPD RIJCOSX def2/J DEFGRID3
* xyz 0 1
C 3.699 0.160 -0.803
C 4.473 -0.473 -2.101
C 3.538 -1.375 -3.100
C 4.404 -2.645 -3.759
C 5.263 -2.174 -5.112
O 6.172 -1.064 -4.770
S 7.064 -0.528 -6.129
O 8.373 0.087 -5.496
O 6.303 0.786 -6.912
B 5.176 1.327 -6.110
N 3.781 0.749 -6.421
O 5.312 2.364 -5.065
H 2.579 -0.155 -0.684
H 4.315 -0.135 0.167
H 3.794 1.347 -0.887
H 5.406 -1.134 -1.797
H 4.926 0.435 -2.725
H 2.562 -1.739 -2.564
H 3.238 -0.682 -4.023
H 5.124 -3.103 -2.928
H 3.684 -3.544 -4.065
H 5.956 -3.090 -5.404
H 4.550 -1.937 -6.012
H 3.395 1.381 -7.184
H 3.141 0.909 -5.589
H 4.780 2.127 -4.235
C -0.879 1.965 0.129
C -1.596 2.262 -1.148
O -0.546 2.375 -2.091
C 0.512 1.672 -1.593
O 1.526 1.416 -2.222
O 0.288 1.291 -0.302
H -1.467 1.332 0.799
H -0.585 2.874 0.665
H -2.259 1.446 -1.455
H -2.172 3.189 -1.096
C -6.520 0.593 0.122
C -5.959 0.012 -1.135
O -4.564 0.200 -0.987
C -4.318 0.300 0.352
O -3.204 0.298 0.850
O -5.480 0.400 1.062
H -7.433 0.084 0.444
H -6.722 1.665 0.033
H -6.163 -1.060 -1.228
H -6.326 0.523 -2.030
C 0.658 -0.818 -5.574
C -0.421 0.158 -5.230
O -1.607 -0.595 -5.401
C -1.266 -1.910 -5.263
O -2.068 -2.825 -5.182
O 0.090 -2.067 -5.226
H 1.576 -0.639 -5.009
H 0.893 -0.822 -6.643
H -0.363 0.496 -4.190
H -0.418 1.031 -5.889
C -3.411 -1.129 3.647
C -2.282 -2.091 3.828
O -1.691 -1.673 5.044
C -2.654 -1.005 5.744
O -2.541 -0.654 6.907
O -3.758 -0.781 4.974
H -4.262 -1.580 3.129
H -3.108 -0.224 3.111
H -2.626 -3.124 3.939
H -1.559 -2.043 3.009
C -4.293 0.864 9.998
C -4.295 1.656 8.731
O -5.622 2.141 8.653
C -6.116 2.151 9.925
O -7.172 2.668 10.249
O -5.274 1.509 10.787
H -3.320 0.882 10.498
H -4.593 -0.177 9.841
H -3.609 2.508 8.769
H -4.053 1.044 7.857
C -5.367 -3.811 -6.198
C -6.163 -4.905 -5.564
O -6.947 -4.223 -4.604
C -7.047 -2.927 -5.021
O -7.789 -2.098 -4.522
O -6.207 -2.680 -6.069
H -5.146 -4.012 -7.250
H -4.428 -3.616 -5.668
H -6.831 -5.403 -6.276
H -5.530 -5.657 -5.085
C 7.704 1.972 -2.817
C 8.815 2.366 -1.898
O 8.225 2.270 -0.616
C 7.180 1.398 -0.723
O 6.555 0.952 0.224
O 6.927 1.090 -2.029
H 8.068 1.468 -3.717
H 7.083 2.824 -3.112
H 9.664 1.677 -1.949
H 9.170 3.383 -2.087
C 0.758 0.746 10.683
C 1.038 2.194 10.928
O 0.258 2.847 9.945
C -0.750 1.992 9.604
O -1.705 2.295 8.908
O -0.551 0.754 10.145
H 0.797 0.153 11.600
H 1.440 0.308 9.946
H 0.704 2.521 11.919
H 2.097 2.439 10.811
*
```

Mulliken atomic charge list, values in e, 99 entries:
1 C -0.806
2 C 0.474
3 C 0.629
4 C -0.988
5 C -0.381
6 O -0.072
7 S 0.487
8 O -0.540
9 O -0.283
10 B 0.552
11 N -0.461
12 O -0.560
13 H 0.165
14 H 0.215
15 H 0.133
16 H 0.302
17 H -0.600
18 H 0.489
19 H -0.952
20 H 0.353
21 H 0.297
22 H 0.324
23 H 0.335
24 H 0.286
25 H 0.053
26 H 0.343
27 C 0.162
28 C -0.248
29 O -0.341
30 C 0.619
31 O -0.417
32 O -0.299
33 H -0.179
34 H 0.286
35 H 0.216
36 H 0.302
37 C -0.336
38 C -0.335
39 O -0.265
40 C 0.588
41 O -0.529
42 O -0.306
43 H 0.302
44 H 0.272
45 H 0.254
46 H 0.301
47 C 1.175
48 C -0.133
49 O -0.325
50 C 0.603
51 O -0.590
52 O -0.321
53 H -0.839
54 H 0.219
55 H 0.033
56 H 0.350
57 C 0.172
58 C -0.364
59 O -0.329
60 C 0.589
61 O -0.520
62 O -0.321
63 H 0.252
64 H -0.025
65 H 0.256
66 H 0.277
67 C -0.147
68 C 0.204
69 O -0.369
70 C 0.619
71 O -0.575
72 O -0.356
73 H 0.116
74 H 0.227
75 H 0.335
76 H 0.040
77 C -0.057
78 C -0.339
79 O -0.313
80 C 0.653
81 O -0.577
82 O -0.301
83 H 0.294
84 H 0.104
85 H 0.262
86 H 0.303
87 C 0.008
88 C -0.418
89 O -0.356
90 C 0.452
91 O -0.525
92 O -0.085
93 H 0.079
94 H 0.205
95 H 0.267
96 H 0.338
97 C -0.294
98 C -0.348
99 O -0.321

---

Entry 3:
Formula: C29H46BrN3P2Pb
Source: OMol25
Level of theory: wB97M-V/def2-TZVPD

**LUMO (alpha / beta)**: -7.8 / -7.7 eV
**Relative energy (zero: lowest compared OMol25 entry of this formula, charge and spin)**: 1.555 eV
**HOMO energy (alpha / beta)**: -12.850 / -12.852 eV
**Kohn-Sham gap (alpha / beta)**: 5.08 / 5.14 eV

```
! wB97M-V def2-TZVPD RIJCOSX def2/J DEFGRID3
* xyz 2 1
N -4.620 5.228 -3.763
C -4.131 5.863 -2.692
C -2.854 5.582 -2.170
C -2.136 4.475 -2.694
C -2.569 4.007 -3.961
C -3.861 4.336 -4.397
C -1.171 3.680 -1.896
Pb 1.039 3.225 -2.146
P 4.251 0.956 -0.690
C -0.913 2.302 -2.334
C -0.694 1.141 -1.460
C 0.072 0.037 -1.931
C 0.171 -1.136 -1.246
C -0.422 -1.339 0.091
C -1.409 -0.254 0.387
C -1.399 0.960 -0.239
Br 1.021 -1.181 1.445
H -1.152 3.937 -0.824
H -1.104 2.023 -3.373
H -2.458 6.213 -1.376
H -1.993 3.329 -4.584
H -4.759 6.633 -2.223
H -4.311 3.840 -5.268
H 0.553 0.130 -2.923
H -1.956 1.812 0.169
H 0.849 -1.900 -1.629
H -2.062 -0.399 1.245
P -1.190 -3.116 0.349
C 3.076 2.038 0.231
C 3.759 3.399 0.412
H 2.786 1.596 1.195
H 2.144 2.122 -0.346
H 3.080 4.175 0.775
H 4.578 3.328 1.133
H 4.216 3.763 -0.518
C 3.375 -0.359 -1.608
C 4.332 -1.451 -2.124
H 2.867 0.116 -2.455
H 2.618 -0.784 -0.937
H 3.902 -1.962 -2.993
H 5.288 -1.020 -2.449
H 4.554 -2.222 -1.373
C 4.838 -0.193 0.710
C 6.341 -0.088 1.028
H 4.624 -1.239 0.424
H 4.231 0.027 1.603
H 6.587 -0.765 1.864
H 6.962 -0.367 0.156
H 6.626 0.934 1.324
C -1.358 -3.988 1.933
C -1.922 -5.422 1.854
H -2.075 -3.368 2.483
H -0.402 -3.951 2.481
H -2.964 -5.422 1.501
H -1.362 -6.123 1.223
H -1.951 -5.878 2.868
C -0.010 -4.221 -0.491
C -0.135 -4.296 -1.998
H -0.124 -5.220 -0.048
H 0.970 -3.846 -0.156
H -1.117 -4.663 -2.301
H 0.024 -3.341 -2.498
H 0.623 -4.993 -2.373
C -2.835 -3.080 -0.453
C -4.011 -2.566 0.380
H -3.050 -4.107 -0.801
H -2.691 -2.447 -1.345
H -4.917 -2.617 -0.238
H -4.185 -3.180 1.268
H -3.908 -1.519 0.692
C -0.571 2.599 3.243
C -1.047 1.321 3.791
N -1.481 0.249 3.160
C -1.842 -0.685 4.104
C -1.695 -0.127 5.357
N -1.153 1.126 5.138
H -1.357 3.359 3.365
H 0.328 2.915 3.783
H -0.353 2.460 2.180
H -2.172 -1.679 3.830
H -1.980 -0.523 6.313
H -0.847 1.793 5.837
*
```

Which charges does Mulliken predict for the atoms? In e, they are:
1 N -0.537
2 C -0.336
3 C -0.498
4 C 0.563
5 C -0.348
6 C -0.401
7 C -0.770
8 Pb 0.923
9 P -0.348
10 C 0.015
11 C -0.009
12 C -0.014
13 C -1.991
14 C 0.859
15 C -1.734
16 C -1.025
17 Br 0.108
18 H 0.540
19 H 0.557
20 H 0.425
21 H 0.400
22 H 0.366
23 H 0.352
24 H 0.627
25 H 0.659
26 H 0.947
27 H 0.940
28 P 1.071
29 C 1.397
30 C -1.459
31 H 0.240
32 H -1.390
33 H 0.407
34 H 0.413
35 H 0.408
36 C 0.760
37 C -1.654
38 H 0.415
39 H -0.528
40 H 0.445
41 H 0.404
42 H 0.346
43 C -0.225
44 C -1.280
45 H 0.238
46 H 0.348
47 H 0.383
48 H 0.324
49 H 0.291
50 C -0.107
51 C -1.131
52 H -0.092
53 H 0.543
54 H 0.298
55 H 0.330
56 H 0.409
57 C -0.789
58 C -1.202
59 H 0.538
60 H 0.430
61 H 0.359
62 H 0.309
63 H 0.435
64 C -0.818
65 C -1.131
66 H 0.565
67 H 0.488
68 H 0.432
69 H 0.314
70 H 0.240
71 C -0.787
72 C 0.308
73 N 0.044
74 C -0.276
75 C -0.729
76 N -0.071
77 H 0.315
78 H 0.420
79 H -0.102
80 H 0.208
81 H 0.414
82 H 0.212

---

Q: Number 1 is which compound?
A: C29H45N13O3SeTi